1.
DFT (ωB97M-V/def2-TZVPD) results for a 4-piece molecular cluster, C10H28BrN2O3 overall.

Computed properties:
- net charge = -1
- HOMO-LUMO gap (eV) = 7.38

Element x y z (Å)
Br: -2.265 1.961 -1.886
C: -0.724 -2.862 0.933
C: -0.170 -1.918 -0.171
C: 0.822 -2.660 -1.159
O: 1.506 -1.779 -1.965
C: 2.475 -2.415 -2.836
N: -1.263 -1.288 -0.805
H: -0.015 -3.438 1.528
H: -1.329 -3.552 0.343
H: -1.318 -2.320 1.668
H: 0.382 -1.174 0.404
H: 0.317 -3.360 -1.825
H: 1.502 -3.265 -0.559
H: 3.107 -3.142 -2.325
H: 3.223 -1.705 -3.189
H: 1.922 -3.002 -3.569
H: -2.112 -1.392 -0.270
H: -1.266 -0.308 -1.050
C: 1.681 1.189 -1.085
C: 1.591 2.094 0.248
C: 2.870 2.686 0.797
O: 2.653 3.290 2.076
C: 3.882 3.769 2.702
N: 0.608 3.128 0.117
H: 2.431 0.399 -1.115
H: 1.870 1.799 -1.968
H: 0.720 0.754 -1.360
H: 1.143 1.465 1.017
H: 3.265 3.350 0.028
H: 3.603 1.897 0.968
H: 4.584 3.019 3.068
H: 3.680 4.495 3.490
H: 4.411 4.354 1.950
H: -0.163 2.708 -0.382
H: 0.902 3.705 -0.658
C: -5.241 -1.092 1.657
C: -5.060 -0.737 0.173
O: -3.852 0.091 0.176
H: -5.137 -0.243 2.333
H: -4.462 -1.819 1.886
H: -6.225 -1.459 1.947
H: -5.891 -0.109 -0.150
H: -4.979 -1.596 -0.494
H: -3.679 0.479 -0.685

Forces on the atoms, in the same order (eV/Å):
Br 0.061 0.033 -0.148
C 0.119 -0.252 -1.061
C 1.351 -0.112 0.925
C -1.175 -0.339 1.127
O 2.047 0.841 -1.066
C -0.836 -0.126 1.274
N -1.620 -0.542 -0.750
H 0.426 0.043 -0.373
H -0.469 -0.360 0.508
H -0.219 0.167 -0.348
H 0.841 0.174 -0.240
H -0.757 -0.284 0.138
H 0.411 -0.080 0.312
H -0.145 -0.272 0.677
H -0.748 0.376 -0.467
H 0.201 0.338 -0.617
H -0.090 -0.010 0.017
H 0.698 0.258 -0.143
C 0.477 1.106 0.577
C -0.627 -1.671 -0.392
C 0.309 -0.895 0.341
O 1.038 0.527 0.669
C -0.843 0.424 -1.533
N -0.345 0.765 -1.011
H -0.011 -0.029 0.464
H 0.304 0.515 0.041
H -0.112 -0.056 0.620
H 0.402 -0.457 0.219
H 0.250 0.647 0.164
H 0.244 -0.294 -0.322
H -0.324 -0.515 0.004
H -0.554 -0.379 0.132
H 0.307 0.040 -0.188
H -1.073 -0.370 0.382
H 0.498 0.826 -0.110
C 0.001 -0.349 -0.236
C 0.819 1.997 1.069
O -1.240 -1.593 0.667
H 0.474 0.319 -0.463
H -0.141 -0.088 0.398
H -0.084 -0.563 -0.481
H -0.198 -0.059 -0.227
H 0.099 -0.174 0.127
H 0.236 0.472 -0.674

2.
DFT (ωB97M-V/def2-TZVPD) results for C10H28N8O14Zn2 as an isolated structure.

Computed properties:
- relative energy (zero: lowest compared OMol25 entry of this formula, charge and spin) (kJ/mol) = 1448.7
- HOMO-LUMO gap (eV) = 3.89

Element x y z (Å)
Zn: 16.320 9.630 -7.624
Zn: 14.529 14.217 -6.315
C: 16.397 11.281 -4.083
O: 16.223 10.062 -4.409
O: 15.466 12.084 -3.927
O: 16.888 11.639 -5.125
C: 14.581 12.306 -9.792
O: 14.116 11.891 -8.765
O: 15.529 11.652 -10.036
O: 14.879 13.459 -9.500
C: 15.118 8.969 2.858
O: 15.519 8.671 3.962
N: 13.909 8.743 2.362
N: 15.837 9.742 2.121
H: 13.608 9.228 1.529
H: 13.200 8.476 3.030
H: 15.615 9.920 1.152
H: 16.779 9.913 2.443
C: 12.695 5.860 -8.006
O: 13.689 6.478 -7.879
N: 11.821 5.716 -7.001
N: 12.316 5.310 -9.037
H: 11.018 5.171 -7.282
H: 11.961 6.173 -6.112
H: 12.952 5.454 -9.809
H: 11.458 4.857 -9.317
C: 17.127 18.656 -5.541
O: 16.552 17.609 -5.566
N: 17.177 19.604 -6.398
N: 17.670 19.109 -4.485
H: 16.557 19.554 -7.193
H: 17.957 20.238 -6.302
H: 17.636 18.594 -3.617
H: 18.099 20.017 -4.594
C: 11.407 13.492 0.834
O: 10.724 13.519 1.909
N: 11.073 12.893 -0.264
N: 12.496 14.068 0.538
H: 10.171 12.467 -0.421
H: 11.707 12.728 -1.032
H: 12.892 14.744 1.176
H: 12.910 13.787 -0.339
C: 22.502 14.242 -4.401
C: 23.566 13.370 -5.093
O: 24.395 14.220 -5.822
O: 21.789 15.163 -5.225
H: 22.977 14.892 -3.667
H: 21.884 13.562 -3.814
H: 23.118 12.636 -5.763
H: 24.338 12.866 -4.512
H: 25.186 13.680 -5.884
H: 21.067 14.674 -5.626
C: 14.790 5.028 -1.837
C: 15.290 4.202 -2.924
O: 16.508 4.707 -3.538
O: 14.078 6.163 -2.344
H: 15.489 5.626 -1.251
H: 14.208 4.498 -1.084
H: 14.558 3.896 -3.672
H: 15.677 3.233 -2.611
H: 16.417 5.648 -3.706
H: 14.701 6.696 -2.843

Forces on the atoms, in the same order (eV/Å):
Zn 0.033 0.028 0.026
Zn 0.065 0.091 -0.016
C -7.542 -1.330 -2.877
O 1.669 -2.324 2.829
O -0.719 1.696 5.084
O 6.573 1.860 -4.946
C 4.065 1.729 4.036
O -7.346 -2.841 4.404
O 4.847 -5.669 -6.807
O -1.669 6.738 -1.685
C -0.553 -0.142 2.668
O -0.213 -1.209 1.166
N -2.628 -1.173 -0.527
N 3.321 2.737 -3.421
H -0.067 -0.140 0.366
H 0.114 -0.057 -0.276
H 0.228 0.026 0.246
H -0.214 -0.045 -0.221
C -0.814 2.126 6.624
O 4.319 2.401 0.184
N -1.573 -0.551 1.347
N -1.426 -4.031 -9.722
H -0.196 0.343 1.248
H -0.253 -0.311 -0.328
H -0.131 -0.181 -0.077
H 0.115 0.241 0.754
C -1.839 -2.327 0.903
O -1.500 -2.517 -1.060
N -0.470 3.100 -5.794
N 3.455 1.457 6.038
H 0.712 0.234 -0.196
H -0.687 0.161 -0.982
H 0.370 0.239 -0.282
H -0.052 -0.394 1.370
C -4.727 -0.540 4.820
O 1.864 0.198 -2.677
N -3.812 -4.249 -4.360
N 5.873 3.668 0.976
H 0.180 -0.008 0.591
H -0.273 0.230 0.274
H 0.373 -0.345 -0.297
H 0.541 1.036 0.633
C 0.850 -0.124 0.936
C -0.350 0.577 -0.232
O 0.969 0.710 -1.193
O 0.164 -1.076 0.087
H 0.326 -0.124 -0.023
H -0.592 0.060 -0.122
H -0.409 -0.197 -0.037
H -1.235 -0.580 1.444
H 0.406 0.669 -0.604
H -0.138 0.097 -0.257
C -0.321 2.303 1.291
C 2.516 -1.957 -1.052
O -0.746 0.224 0.100
O -1.535 0.015 -0.537
H 1.328 -1.368 0.236
H -0.505 -0.024 -0.461
H -0.399 0.752 -0.107
H -0.278 -0.089 0.723
H -0.025 0.087 -0.240
H -0.043 0.090 0.009

3.
DFT (ωB97M-V/def2-TZVPD) results for C10H29FHgNO4 as an isolated structure.

Computed properties:
- net charge = +1
- HOMO-LUMO gap (eV) = 10.32

Element x y z (Å)
Hg: 7.802 12.688 8.212
F: 7.443 13.434 9.939
C: 7.027 15.940 4.325
C: 7.616 14.553 4.340
O: 8.098 14.227 5.602
H: 6.382 16.043 5.229
H: 6.506 16.167 3.366
H: 7.717 16.774 4.440
H: 8.449 14.447 3.579
H: 6.896 13.788 4.064
H: 8.541 15.029 5.982
C: 7.968 17.148 8.160
C: 9.234 17.724 7.559
O: 9.687 16.794 6.534
H: 7.475 17.998 8.598
H: 8.214 16.386 8.878
H: 7.347 16.771 7.302
H: 9.978 17.870 8.309
H: 9.053 18.644 7.125
H: 10.419 17.151 6.075
C: 3.377 14.222 7.868
C: 4.688 13.834 7.256
O: 5.808 14.066 8.072
H: 2.587 13.836 7.285
H: 3.264 15.320 7.699
H: 3.332 13.766 8.869
H: 4.818 14.274 6.264
H: 4.660 12.699 7.140
H: 5.573 14.361 8.975
C: 9.287 10.487 4.666
C: 8.307 11.096 5.661
C: 7.409 10.052 6.338
O: 6.512 10.803 7.130
C: 5.328 10.081 7.553
N: 9.085 11.799 6.695
H: 8.873 9.630 4.110
H: 10.141 10.072 5.207
H: 9.691 11.294 4.060
H: 7.687 11.853 5.160
H: 7.905 9.333 6.928
H: 6.952 9.466 5.571
H: 5.576 9.606 8.559
H: 5.031 9.290 6.931
H: 4.492 10.791 7.645
H: 9.669 12.516 6.338
H: 9.692 11.176 7.266

Forces on the atoms, in the same order (eV/Å):
Hg 0.912 -0.366 -1.520
F -0.322 0.586 1.684
C -1.023 0.653 -0.077
C 1.038 0.351 -1.828
O 1.063 0.396 1.842
H -0.151 -0.131 -0.889
H -0.032 -0.352 0.838
H 0.668 -0.340 -0.014
H -0.725 0.259 0.592
H -0.369 0.030 0.040
H -0.300 -0.623 -0.408
C 0.192 0.380 -1.674
C -0.078 -2.302 -0.185
O -1.315 -0.599 1.122
H -0.571 -0.001 0.567
H -0.272 -0.410 0.301
H 0.371 0.164 1.040
H 0.781 -0.086 0.588
H -0.495 1.942 -1.071
H 1.248 0.639 -0.692
C 0.872 1.321 -0.089
C -0.556 -2.746 -0.610
O 0.278 0.978 0.541
H -0.934 -0.822 -0.660
H -0.033 -0.586 1.286
H -0.316 0.874 -0.079
H 0.252 0.079 0.174
H 0.021 1.334 -0.371
H 0.175 -0.260 -0.605
C 0.177 -0.448 0.414
C 0.399 -0.917 -0.275
C 0.018 1.780 -0.645
O -1.311 -0.652 -0.373
C 0.911 0.714 2.748
N -0.562 -0.652 2.181
H 0.008 0.717 -0.194
H 0.006 -0.060 0.085
H -0.096 -0.257 -0.509
H 0.047 -0.336 0.349
H 1.191 -0.751 0.981
H -0.910 -0.126 -0.687
H -0.572 0.673 -1.051
H -0.075 -0.892 -1.374
H 0.493 -0.269 0.098
H 0.406 0.911 -0.671
H -0.511 0.204 -0.920

4.
DFT (ωB97M-V/def2-TZVPD) results for C10H29NO7 as an isolated structure.

Computed properties:
- relative energy (zero: lowest compared OMol25 entry of this formula, charge and spin) (kJ/mol) = 1170.0
- HOMO-LUMO gap (eV) = 7.98

Element x y z (Å)
C: -2.789 0.420 -0.798
C: -1.994 1.130 0.296
C: -2.766 2.315 1.058
O: -1.899 3.057 2.016
C: -1.227 4.034 1.374
N: -1.642 0.093 1.232
H: -2.216 -0.316 -1.361
H: -3.182 1.194 -1.458
H: -3.661 -0.009 -0.304
H: -1.138 1.623 -0.165
H: -3.565 1.809 1.600
H: -3.237 2.936 0.296
H: -1.888 4.900 1.342
H: -0.770 3.763 0.422
H: -0.481 4.379 2.090
H: -1.287 0.450 2.107
H: -2.592 -0.146 1.477
C: 2.850 -1.504 -2.994
C: 3.623 -2.510 -2.100
O: 4.502 -1.981 -1.206
O: 3.732 -1.189 -3.911
H: 2.533 -0.640 -2.411
H: 1.949 -1.870 -3.485
H: 4.354 -3.150 -2.594
H: 2.953 -3.226 -1.625
H: 3.957 -1.814 -0.433
H: 3.658 -1.806 -4.642
C: 0.591 -0.589 -1.711
C: -0.100 -1.853 -1.255
O: 0.008 -1.889 0.134
O: -0.264 0.470 -1.368
H: 0.850 -0.784 -2.752
H: 1.536 -0.398 -1.202
H: 0.482 -2.724 -1.558
H: -1.153 -1.774 -1.524
H: -0.482 -1.131 0.461
H: -0.001 0.837 -0.521
C: 0.240 0.065 3.144
C: 0.483 -0.839 1.969
O: 0.279 -0.106 0.832
O: -1.092 0.467 3.187
H: 0.959 0.880 3.228
H: 0.444 -0.464 4.075
H: -0.121 -1.732 2.130
H: 1.453 -1.335 1.975
H: -0.629 0.205 0.846
H: -1.257 0.754 4.089

Forces on the atoms, in the same order (eV/Å):
C -1.147 1.484 0.268
C -1.468 2.338 -0.067
C 0.909 -1.270 -0.174
O -2.586 -3.757 -0.955
C 0.922 2.397 0.564
N -11.887 -0.122 -2.359
H -0.419 0.419 0.444
H -0.010 -0.168 -0.476
H -0.187 -0.360 -0.117
H -0.629 0.321 0.574
H -0.023 0.357 0.469
H 0.175 0.627 0.209
H -0.085 0.371 -1.011
H -0.051 0.072 -0.084
H 0.606 -0.121 -0.272
H -1.867 1.193 -2.577
H -0.127 -1.087 0.432
C -0.329 -1.946 2.750
C -1.372 -2.275 -0.797
O 0.301 1.758 2.270
O 2.972 2.352 -4.442
H 1.148 -0.274 -0.479
H -0.166 -0.748 0.422
H -0.798 -0.124 -1.608
H -0.413 -0.054 0.381
H 0.472 0.477 0.507
H 0.297 0.116 -0.041
C -0.416 -0.401 0.290
C 1.557 0.073 1.235
O -1.692 -7.327 -2.842
O 0.553 0.847 -2.740
H -1.192 1.549 -0.152
H -0.289 -0.480 0.337
H -0.597 -0.270 -0.823
H 0.092 -0.710 -0.725
H -0.890 -1.780 -1.224
H 1.172 -0.441 -0.855
C 2.959 -1.216 2.010
C 1.136 0.471 2.504
O 11.103 5.399 1.940
O 1.392 0.956 8.746
H -0.265 0.572 -0.664
H -0.001 -0.565 0.085
H -0.826 0.268 -0.345
H 0.393 0.732 0.077
H 1.971 -0.161 -0.817
H -0.399 0.509 0.132

5.
DFT (ωB97M-V/def2-TZVPD) results for C10H30BrMnO5 as an isolated structure.

Computed properties:
- net charge = +1
- relative energy (zero: lowest compared OMol25 entry of this formula, charge and spin) (kJ/mol) = 104.8
- multiplicity = 6
- HOMO-LUMO gap (spin up / spin down) (eV) = 8.53 / 8.66
- <S²> = 8.7530

Element x y z (Å)
Mn: -0.656 -13.853 -5.203
Br: -1.522 -12.662 -3.207
C: -2.012 -11.607 -8.803
C: -1.709 -12.860 -7.982
O: -1.517 -12.466 -6.662
H: -1.253 -10.845 -8.624
H: -3.003 -11.188 -8.631
H: -1.970 -11.993 -9.822
H: -0.847 -13.398 -8.376
H: -2.564 -13.535 -7.966
H: -2.154 -11.755 -6.559
C: 0.091 -17.759 -4.701
C: -0.224 -16.696 -3.663
O: 0.325 -15.491 -4.128
H: 1.175 -17.723 -4.809
H: -0.224 -17.665 -5.740
H: -0.245 -18.701 -4.267
H: 0.348 -16.956 -2.772
H: -1.296 -16.579 -3.505
H: 1.242 -15.684 -3.921
C: -4.207 -16.405 -5.324
C: -3.288 -15.226 -5.031
O: -2.080 -15.188 -5.802
H: -4.662 -16.253 -6.302
H: -5.117 -16.524 -4.736
H: -3.667 -17.335 -5.503
H: -3.121 -15.370 -3.964
H: -3.822 -14.278 -5.102
H: -2.320 -15.640 -6.614
C: 2.745 -15.554 -7.281
C: 1.662 -14.468 -7.638
O: 0.500 -14.761 -6.875
H: 2.960 -15.538 -6.212
H: 3.614 -15.366 -7.913
H: 2.276 -16.526 -7.431
H: 1.444 -14.310 -8.694
H: 2.035 -13.514 -7.266
H: 0.074 -15.451 -7.389
C: 3.370 -12.710 -4.792
C: 1.970 -12.342 -4.261
O: 0.930 -12.412 -5.259
H: 4.151 -12.606 -4.039
H: 3.633 -11.986 -5.562
H: 3.371 -13.718 -5.206
H: 2.017 -11.365 -3.781
H: 1.821 -13.083 -3.475
H: 1.153 -11.652 -5.801

Forces on the atoms, in the same order (eV/Å):
Mn 0.487 1.078 0.921
Br -0.214 -0.168 0.002
C 0.253 -1.166 -0.609
C -0.984 0.441 -1.079
O 0.592 0.285 0.914
H 0.032 -0.065 -0.201
H -0.005 -0.116 0.161
H -0.075 0.709 -0.354
H 0.078 0.234 0.236
H -0.141 -0.246 -0.548
H 0.037 0.213 0.935
C 0.422 -0.420 0.494
C -0.706 -1.084 -0.980
O 0.746 0.822 0.353
H 0.257 -0.603 0.206
H -0.812 0.388 0.271
H 0.282 -0.315 -0.419
H -0.736 -0.185 0.411
H 0.208 0.082 0.353
H 0.518 1.056 -0.463
C -0.184 0.156 -2.532
C -1.893 -0.492 2.081
O -1.271 -1.260 -0.094
H -0.076 0.185 -0.490
H 0.634 0.094 0.742
H 0.100 -0.186 0.799
H 1.097 0.574 -0.048
H 0.127 0.033 -0.267
H 0.316 -0.016 -0.392
C -1.532 0.861 -0.811
C 2.122 0.036 1.304
O -0.582 -0.168 -0.791
H 0.242 0.389 -0.137
H 0.138 -0.452 0.262
H 0.381 -0.208 -0.483
H -0.030 -0.508 -0.075
H -0.119 0.049 -0.046
H -0.361 -0.332 0.316
C -0.644 0.786 -0.639
C 1.564 -0.965 1.051
O 1.693 0.422 0.496
H -0.273 -0.156 0.234
H 0.204 -0.155 -0.344
H 0.143 0.087 0.020
H -0.401 0.045 -0.149
H -0.974 0.179 -0.025
H -0.661 0.065 -0.585